Density functional theory data (wB97M-V/def2-TZVPD) for a cluster of 14 separate species, C49H67F3N14O2S in total in a non-equilibrium geometry.

HOMO ... -7.337 eV
Electronic energy ... -95827.986 eV
HOMO-LUMO gap ... 7.2 eV
LUMO level ... -0.171 eV

Structure (XYZ):
```
136
C49H67F3N14O2S wB97M-V/def2-TZVPD
H 3.562 -2.085 -0.326
C 3.242 -1.629 0.671
N -7.245 -4.065 -6.211
S 0.004 2.610 5.533
C -3.393 0.592 2.547
H 6.369 -0.900 0.148
N 2.068 0.994 -3.646
C -4.165 5.732 7.640
C 1.085 -4.524 -9.920
H 2.222 -1.125 0.607
C 5.811 -1.359 1.038
C -2.319 1.578 1.941
H 10.872 2.730 4.458
H -4.119 5.133 8.551
H -9.848 -5.957 -6.355
N -0.634 -1.071 -7.818
H -4.657 5.152 6.857
C -7.003 -1.926 -8.764
F -1.199 -4.635 4.287
O 4.598 1.950 1.179
C -8.114 -4.746 -6.635
H 0.043 -3.114 5.901
H 2.486 -7.470 -10.980
H -6.828 4.445 2.517
H -6.267 2.859 1.945
C -1.357 1.813 4.523
N -6.981 1.748 -0.415
H -3.444 0.128 7.052
C -0.052 1.106 -1.144
C -1.764 -0.837 -7.510
H 0.599 0.554 -6.482
N -4.452 -2.425 -9.428
H -2.089 1.395 7.337
C 1.104 2.686 2.856
C 8.747 2.755 4.266
C 7.419 0.077 2.590
O -1.725 -1.870 6.174
H -4.593 -0.273 -1.182
H -0.277 -0.330 6.614
H 10.282 2.871 2.788
H 3.218 0.780 -0.058
C -2.430 0.867 5.112
H -0.913 -3.780 -9.833
C -9.215 -5.611 -7.173
H -7.150 -0.852 -8.638
H -4.110 0.138 1.768
N -0.263 3.068 2.457
C -5.577 -2.205 -9.135
H 14.166 2.690 1.986
H -3.333 0.519 -7.008
C 0.106 -3.390 -9.857
H -7.668 -2.286 -9.551
H -9.822 -5.041 -7.879
C -9.468 5.062 5.049
F -2.745 -2.884 3.997
H -10.167 4.735 5.820
H -3.149 5.972 7.320
H -8.456 4.778 5.342
H 5.679 -3.072 3.361
H 3.532 -8.863 -10.624
C 13.754 2.371 1.028
H 3.154 -2.505 1.425
H -3.855 -0.915 -7.922
C -3.188 -0.555 -7.136
C -1.336 -0.669 6.886
C -5.610 -0.513 -0.866
H 1.828 -8.879 -10.119
H -3.433 -1.062 -6.201
H 8.548 -0.055 2.811
H 5.058 1.611 4.027
H 13.614 1.289 1.042
C -2.436 0.515 6.676
C 3.984 1.898 3.725
H -0.035 -1.562 4.838
H 3.121 1.875 5.942
H 7.261 0.671 1.610
H 14.456 2.629 0.234
C 0.244 1.102 -5.608
H -6.100 -1.094 -1.650
H 5.565 -2.457 0.764
H -4.288 -0.470 4.427
H 6.917 -2.148 4.431
H 4.189 -0.546 2.367
C -6.377 0.751 -0.614
H -8.790 -6.476 -7.685
H -1.338 -0.939 8.013
H 0.222 -2.750 -10.733
C 6.754 -1.390 2.333
C 4.259 0.754 0.430
H 0.282 -2.797 -8.957
H 0.068 2.142 -5.890
C 4.392 -0.623 1.248
H -7.577 2.960 3.142
N 11.403 3.588 0.596
H 0.745 -0.765 -0.504
H -0.694 0.661 -5.268
C 2.182 2.538 1.753
H -9.521 6.148 4.958
N 7.671 2.416 4.617
C -6.641 3.411 2.810
H -2.267 1.818 0.806
H 6.895 0.637 3.450
C -5.631 3.368 3.918
C 12.439 3.052 0.786
C 6.089 -2.029 3.645
C 2.521 -8.558 -10.899
C -0.662 -2.386 5.353
C 0.700 -0.161 -1.412
H 7.652 -2.074 2.062
N -0.651 2.104 -0.932
C -1.301 2.165 2.984
C 2.139 -9.181 -12.209
N -5.536 7.990 8.100
H -5.568 -1.110 0.047
C -4.931 6.995 7.897
N -10.092 3.919 2.704
H -7.249 -2.432 -7.829
N 1.857 -5.418 -9.970
F -0.711 -2.861 2.923
H 1.713 0.070 -1.737
C -3.468 0.257 4.071
N 1.838 -9.672 -13.241
C -1.370 -3.216 4.151
C 1.265 1.042 -4.511
H 0.197 -0.732 -2.194
H 1.918 2.727 0.660
C -9.818 4.423 3.738
H -0.343 3.193 1.438
C 1.461 2.434 4.374
N -4.834 3.334 4.789
C 3.616 2.127 2.213
H 5.006 0.711 -0.456
C 10.113 3.184 3.819
H 10.199 4.270 3.880
H 5.250 -1.384 4.102
C 2.888 2.047 4.840
```

Here are the Mulliken charges for atoms 1 to 6, given in e: atom 1 (H): 0.385, atom 2 (C): -1.466, atom 3 (N): -0.464, atom 4 (S): -0.238, atom 5 (C): -0.454, atom 6 (H): 0.298